Record 1
Formula: C30H68F6NO30S2Tl
Source: the OMol25 dataset
Level of theory: the ωB97M-V functional and the def2-TZVPD basis

Properties
- E: -137783.18134 eV
- LUMO level: -0.204 hartree
- E_HOMO: -8.9 eV
- Frontier orbital gap: 0.1213 Eh

Each line ends with the Löwdin charge.
Atoms and positions in Å:
Tl -10.75136 -27.15263 -5.25346  1.1652
C -14.80150 -24.36737 -6.54740  0.1334
C -13.51801 -24.84735 -6.11460  -0.3110
C -12.42052 -23.81314 -5.73362  -0.2634
O -11.31767 -24.17540 -5.37926  0.0836
C -12.81315 -22.41567 -5.75686  0.2377
C -14.09669 -22.00529 -6.13754  -0.2887
C -15.15320 -23.03140 -6.53520  -0.3140
O -16.33828 -22.73133 -6.73333  0.1091
O -14.29167 -20.79829 -6.29456  0.2333
O -13.26940 -26.03541 -6.02262  0.0183
H -15.49963 -25.18305 -6.70147  0.1400
H -12.07897 -21.64285 -5.54685  0.1474
C -12.50508 -18.77566 -2.95809  -0.6561
F -12.25422 -19.53744 -4.03598  0.0781
F -12.10623 -19.48565 -1.90467  0.1299
F -11.84163 -17.65650 -3.08077  0.1642
S -14.39526 -18.45795 -2.86824  0.6582
O -14.96363 -19.61851 -3.51341  -0.3121
O -14.79223 -18.30151 -1.48096  -0.3012
N -14.62794 -17.12814 -3.91399  -0.2678
S -14.41637 -15.78614 -3.08816  0.5658
O -13.52701 -15.83089 -1.94200  -0.3234
O -14.23924 -14.69156 -4.01563  -0.3089
C -16.10600 -15.38843 -2.28713  -0.6453
F -17.08146 -16.26083 -2.56829  0.1046
F -16.00282 -15.36358 -0.95543  0.1190
F -16.57756 -14.21597 -2.71624  0.1167
C -18.39270 -20.31006 -4.07958  -0.2397
C -19.20431 -19.12032 -4.54655  -0.2478
O -18.34422 -18.00063 -4.52153  -0.0367
O -17.33078 -20.47119 -4.99924  -0.0528
H -18.94946 -21.23852 -3.91828  0.1073
H -17.94107 -20.05663 -3.11038  0.1054
H -20.12455 -19.11018 -3.94841  0.1183
H -19.53324 -19.25329 -5.58309  0.0983
H -18.90071 -17.21613 -4.51587  0.0889
H -17.02131 -21.37883 -5.04699  0.0360
C -14.37178 -28.15345 -8.77843  -0.2307
C -13.86732 -28.94485 -7.55889  -0.2108
O -12.45199 -28.78408 -7.38884  -0.1508
O -15.69878 -28.54397 -9.13341  -0.0679
H -13.77240 -28.48344 -9.63812  0.1200
H -14.30300 -27.07768 -8.64274  0.0955
H -14.02508 -30.01486 -7.70566  0.1217
H -14.40889 -28.58607 -6.68742  0.1232
H -11.95403 -29.25726 -8.05983  0.0846
H -15.61729 -29.47818 -9.35165  0.0849
C -8.53478 -25.26049 -7.97165  -0.2285
C -9.92199 -25.21518 -8.63187  -0.2246
O -10.77943 -26.31116 -8.34359  -0.1165
O -8.53790 -25.41848 -6.56930  -0.1187
H -8.00904 -24.32800 -8.20856  0.1288
H -7.91566 -26.05202 -8.42037  0.1206
H -9.82881 -25.02316 -9.70347  0.1268
H -10.45100 -24.33003 -8.26197  0.1114
H -10.65924 -26.90953 -9.08784  0.0883
H -7.78535 -24.92151 -6.24188  0.0911
C -18.29417 -24.27241 -4.17985  -0.2365
C -18.95607 -24.58179 -2.84525  -0.2187
O -19.14906 -25.99487 -2.71323  -0.0555
O -17.02165 -24.87443 -4.30430  -0.0503
H -18.15558 -23.19571 -4.32279  0.0943
H -18.96110 -24.58311 -4.99505  0.1112
H -19.91424 -24.06263 -2.78507  0.1241
H -18.25171 -24.22589 -2.09312  0.1194
H -19.70706 -26.18035 -3.47976  0.0834
H -16.60388 -24.62991 -5.12912  0.0271
C -10.22078 -21.45920 -3.51685  -0.2598
C -9.25747 -21.30010 -2.35671  -0.2034
O -9.17268 -22.52425 -1.61892  -0.0741
O -9.61986 -22.08098 -4.64459  -0.0534
H -10.60804 -20.45599 -3.71909  0.0913
H -11.13922 -21.94583 -3.16222  0.1089
H -9.65951 -20.49868 -1.73241  0.1174
H -8.24744 -21.07348 -2.69384  0.1278
H -9.82373 -22.50821 -0.91178  0.0839
H -10.28837 -22.68800 -5.01622  0.0266
C -10.96075 -26.62855 -1.52707  -0.2275
C -12.38586 -26.32479 -1.85863  -0.2385
O -12.50668 -25.88969 -3.19043  -0.1349
O -10.40564 -27.68326 -2.32832  -0.1372
H -10.89449 -27.01118 -0.50215  0.1309
H -10.34310 -25.72660 -1.52979  0.1046
H -12.80120 -25.59333 -1.14992  0.1283
H -13.06827 -27.15492 -1.62684  0.1312
H -13.32723 -25.37058 -3.29004  0.0562
H -9.79552 -28.19076 -1.79179  0.0908
C -14.00134 -22.71972 -2.60024  -0.1913
C -15.10435 -22.07160 -1.77010  -0.2160
O -16.32201 -21.95195 -2.48817  -0.0548
O -14.50006 -23.95954 -3.08732  -0.0695
H -13.05295 -22.79124 -2.06393  0.1231
H -13.72096 -22.05423 -3.43337  0.0985
H -14.71046 -21.08782 -1.48661  0.1052
H -15.24673 -22.59190 -0.81824  0.1288
H -16.80051 -21.24944 -2.03658  0.0873
H -15.37221 -23.75455 -3.46356  0.0702
C -18.78445 -25.74241 -7.77465  -0.2520
C -17.90448 -25.70225 -9.02197  -0.2514
O -18.12129 -24.55263 -9.81460  -0.0541
O -20.11869 -26.15910 -7.99277  -0.0507
H -18.72342 -24.76739 -7.27793  0.1054
H -18.34036 -26.43730 -7.06059  0.1212
H -17.96892 -26.63665 -9.58375  0.1236
H -16.88863 -25.63400 -8.60188  0.0865
H -17.63937 -24.66551 -10.63879  0.0868
H -20.50589 -25.63180 -8.69897  0.0894
C -19.16974 -19.01723 -8.67466  -0.2545
C -18.47419 -20.33886 -8.46597  -0.2709
O -17.14276 -20.36229 -8.05159  -0.0517
O -18.85954 -18.06791 -7.66990  -0.0473
H -20.24325 -19.17137 -8.82086  0.1155
H -18.84491 -18.60518 -9.64257  0.1128
H -18.62309 -21.00766 -9.32584  0.1185
H -19.03313 -20.79244 -7.62412  0.1151
H -16.96261 -21.25552 -7.74724  0.0262
H -19.27360 -17.23413 -7.90544  0.0887
C -7.92128 -25.96587 -2.86637  -0.2373
C -7.18734 -27.05101 -3.63092  -0.2074
O -8.09920 -27.94234 -4.28723  -0.1650
O -8.94747 -25.36815 -3.64237  -0.1277
H -7.14844 -25.23613 -2.60460  0.1321
H -8.35213 -26.27249 -1.91024  0.1020
H -6.55145 -27.67343 -2.99858  0.1266
H -6.56526 -26.51741 -4.35606  0.1173
H -7.55756 -28.60544 -4.72722  0.0939
H -9.10778 -24.49830 -3.24545  0.0789
C -13.26459 -23.06515 -9.69370  -0.2373
C -13.88562 -24.41302 -10.11334  -0.2320
O -13.97298 -24.66128 -11.51506  -0.0479
O -12.15288 -22.68334 -10.45708  -0.0461
H -12.98496 -23.22533 -8.65188  0.0942
H -14.05750 -22.31455 -9.76981  0.1311
H -14.86306 -24.37795 -9.62229  0.1035
H -13.35930 -25.28050 -9.70557  0.0988
H -13.17258 -25.13455 -11.75357  0.0846
H -12.43874 -22.55886 -11.36824  0.0933

***

Record 2
Formula: C30H69Cl6N6O10P
Source: the OMol25 dataset
Level of theory: the ωB97M-V functional and the def2-TZVPD basis

Properties
- E: -146069.14260 eV
- LUMO level: 0.004 hartree
- E_HOMO: -8.9 eV
- Frontier orbital gap: 0.3322 Eh
- SMILES: CCOP(=O)(OCC)OCC.CN(C)C=O.CN(C)C=O.CN(C)C=O.CN(C)C=O.CN(C)C=O.CN(C)C=O.ClCCCl.ClCCCl.ClCCCl

Each line ends with the Löwdin charge.
Atoms and positions in Å:
C 3.99586 4.95910 2.94277  -0.2782
O 4.05713 4.15182 3.90025  -0.0232
N 3.28499 4.73947 1.78025  -0.1843
C 3.37894 5.72057 0.70236  -0.0724
C 2.41865 3.61965 1.58051  -0.0601
H 4.69007 5.79866 2.78333  0.1320
H 4.42436 5.90667 0.45626  0.0835
H 2.87933 6.68760 0.76025  0.0821
H 2.91538 5.39120 -0.22755  0.0803
H 2.56148 3.14123 0.61159  0.0697
H 2.51111 2.93711 2.42531  0.0718
H 1.35738 3.86397 1.62651  0.0927
C -1.32689 -0.17584 3.95958  -0.3281
O -0.54616 0.71093 4.32358  -0.0133
N -2.42731 0.10994 3.24524  -0.1774
C -3.39567 -0.89379 2.79715  -0.0547
C -2.77456 1.47033 2.79011  -0.0245
H -1.23775 -1.25800 4.14177  0.1157
H -3.20489 -1.95684 2.94421  0.0864
H -3.36197 -0.89110 1.70768  0.0541
H -4.35410 -0.60862 3.23098  0.0938
H -3.53479 1.85173 3.47179  0.0902
H -1.94530 2.17438 2.85899  0.0872
H -3.25046 1.44989 1.80971  0.0679
C -6.92711 1.00795 -1.98801  -0.3436
O -7.55294 1.81957 -2.65193  0.0081
N -5.66810 1.20421 -1.55566  -0.1680
C -4.88040 0.27556 -0.83076  -0.0955
C -4.98666 2.54541 -1.70948  -0.0459
H -7.27591 -0.00843 -1.74822  0.1341
H -3.81102 0.46851 -0.91616  0.0626
H -5.07785 -0.75879 -1.11226  0.0928
H -5.10887 0.46070 0.21882  0.0837
H -3.95226 2.36769 -2.00364  0.0329
H -5.51214 3.26636 -2.33575  0.0592
H -4.76496 3.08208 -0.78702  0.0782
C 0.96353 -0.04898 0.27783  -0.2808
O 1.94253 0.70892 0.08333  -0.0366
N -0.09524 -0.21978 -0.55402  -0.1524
C -1.13562 -1.15980 -0.15807  -0.0508
C -0.26198 0.61674 -1.79470  -0.0313
H 0.77647 -0.67796 1.16191  0.1166
H -2.12271 -0.74368 -0.35957  0.0578
H -1.12580 -1.45890 0.89005  0.0641
H -0.94526 -2.04577 -0.76381  0.0889
H -0.78746 0.16835 -2.63786  0.0654
H -0.85648 1.48190 -1.50116  0.0500
H 0.70888 0.91248 -2.19229  0.0477
C -2.27902 -0.07638 -5.27870  -0.3482
O -3.26004 0.66027 -5.13193  -0.0149
N -2.02459 -1.25270 -4.70863  -0.1934
C -0.86775 -2.10073 -4.91801  -0.0508
C -2.96088 -1.74385 -3.71887  -0.0423
H -1.40827 0.19971 -5.89332  0.1295
H -1.27595 -3.02337 -5.33056  0.0922
H -0.30926 -2.28496 -4.00028  0.0875
H -0.12721 -1.70906 -5.61536  0.0786
H -3.31395 -2.71513 -4.06535  0.0926
H -2.48569 -1.87297 -2.74644  0.0711
H -3.86672 -1.14341 -3.63504  0.0845
C 5.44062 1.19222 -3.70049  -0.3028
O 6.26533 1.11886 -4.61710  -0.0103
N 5.74346 1.23215 -2.32777  -0.2062
C 4.60069 1.16569 -1.34110  -0.0249
C 7.02992 1.41548 -1.83796  -0.1058
H 4.36079 1.08648 -3.88752  0.0558
H 4.42561 2.20351 -1.05760  0.0806
H 4.92798 0.50932 -0.53478  0.0866
H 3.73161 0.77513 -1.87050  0.0599
H 7.42147 0.54269 -1.31544  0.0951
H 7.75804 1.92634 -2.46801  0.0965
H 6.98164 2.21812 -1.10206  0.0826
Cl 1.93455 0.74871 -4.80005  0.5626
C 1.17372 2.39690 -4.96201  -0.5956
C 2.15977 3.30416 -5.76442  -0.6586
Cl 2.29861 2.92021 -7.48294  0.5497
H 1.04294 2.83580 -3.97289  0.0405
H 0.21612 2.26705 -5.46624  0.0411
H 3.17708 3.11269 -5.42307  0.0464
H 1.85553 4.35046 -5.73595  0.0684
Cl 2.91392 -1.49123 3.36984  0.5411
C 3.27314 0.29672 3.51449  -0.5750
C 4.80075 0.58198 3.29122  -0.6478
Cl 5.78694 0.23693 4.73596  0.5387
H 2.92991 0.59725 4.50443  0.0686
H 2.66895 0.74887 2.72797  0.0301
H 4.95608 1.63681 3.06468  0.0475
H 5.09480 0.01392 2.40865  0.0566
Cl -1.73790 3.28381 -3.36592  0.6413
C -2.89108 4.01489 -4.45529  -0.6509
C -3.22478 5.50291 -4.15965  -0.6000
Cl -3.97519 5.71683 -2.54910  0.5541
H -3.78859 3.40813 -4.57541  0.0701
H -2.42597 3.93259 -5.43763  0.0691
H -3.82139 6.00355 -4.92222  0.0787
H -2.30125 6.03834 -3.93943  0.0457
C -0.00178 -2.72908 7.00420  -0.0617
C 0.58052 -3.49011 5.79866  -0.2793
O -0.46734 -4.00973 5.03682  -0.1916
P -0.26140 -4.24702 3.44988  0.4921
O 0.12593 -3.01182 2.69490  -0.2766
O -1.60395 -5.03558 2.99800  -0.1937
C -2.19662 -6.03779 3.87306  -0.2454
C -1.98632 -7.43796 3.32260  -0.0797
O 0.86532 -5.39960 3.33218  -0.1724
C 1.65234 -5.63540 2.18578  -0.3042
C 0.88471 -6.19983 1.06993  -0.0849
H 0.72795 -1.99536 7.34662  0.0810
H -0.94597 -2.21309 6.83000  0.0705
H -0.28633 -3.33548 7.86409  0.0675
H 1.02990 -2.72328 5.16769  0.0686
H 1.35151 -4.16615 6.16830  0.1280
H -2.09153 -5.95847 4.95508  0.1193
H -3.25186 -5.85234 3.67261  0.1141
H -2.69065 -8.12793 3.78732  0.0780
H -2.25511 -7.42421 2.26635  0.0786
H -1.00291 -7.90650 3.36119  0.0704
H 2.03152 -4.66096 1.87789  0.1089
H 2.53914 -6.25708 2.30906  0.1278
H 1.44027 -6.32532 0.14057  0.0906
H 0.53924 -7.15924 1.45502  0.0760
H -0.00887 -5.60644 0.87626  0.0741

***

> Number 1 is which compound?

C30H68F6NO30S2Tl

***

> Look up the E of the first one.

-137783.18134 eV